[1]
DFT (wB97M-V/def2-TZVPD) results for a molecular structure, C21H28F3GaO4 in a non-equilibrium geometry.

Geometry as XYZ:
```
57
Properties=species:S:1:pos:R:3:nbo_charge:R:1
O 0.20355 1.76645 -1.09169 -0.5506
C 1.02985 2.62936 -1.91916 -0.0645
C -0.21221 3.26270 -2.55490 -0.4544
H 1.65257 2.03122 -2.60210 0.1750
H 1.60900 3.28646 -1.25574 0.1868
C -0.99450 2.50390 -1.44965 0.2753
H -0.38205 2.86947 -3.56435 0.2033
H -0.30496 4.35021 -2.51366 0.2167
C -2.13669 1.60738 -1.85481 -0.6348
H -1.85255 0.79808 -2.53025 0.2056
H -2.88767 2.22511 -2.36202 0.2195
H -2.58589 1.18575 -0.94800 0.2240
C -1.42791 3.36785 -0.28675 -0.6321
H -0.65096 4.07606 0.01156 0.2144
H -1.67098 2.73163 0.57008 0.2340
H -2.32860 3.92067 -0.57368 0.2084
Ga 0.31514 -0.81278 -0.13170 1.0101
C 0.69108 1.88630 3.50235 -0.1117
C 1.19742 0.57205 3.37677 -0.3645
C 1.97745 0.50230 2.19341 -0.1126
H 1.00093 -0.26218 4.04500 0.2299
C 1.98245 1.79201 1.59730 -0.2679
C 1.18367 2.65013 2.40315 -0.2807
H 1.03333 3.72087 2.24362 0.2077
H 0.06150 2.25012 4.30613 0.2088
H 2.51119 -0.37586 1.83916 0.2145
H 2.51054 2.06489 0.69250 0.2045
C -1.65219 -0.87223 4.00555 -0.1903
C -2.29721 0.33295 3.60070 -0.1966
C -2.44591 0.29610 2.19076 -0.3347
H -2.65712 1.11909 4.25897 0.2093
C -1.97606 -0.96373 1.72322 -0.1325
C -1.46843 -1.67638 2.84881 -0.3397
H -1.03034 -2.66925 2.81424 0.2258
H -1.37242 -1.14050 5.02173 0.2139
H -2.83089 1.09363 1.55970 0.2034
H -2.06925 -1.34755 0.69460 0.2064
O 0.48897 -1.31526 -1.93148 -0.7096
C -0.28410 -0.86276 -3.09226 -0.0671
C 0.33323 -1.57916 -4.28107 -0.4227
H -0.14308 0.21937 -3.16436 0.2180
H -1.33627 -1.15740 -2.92605 0.1958
C 1.17315 -2.74264 -3.73891 -0.4461
H 0.98407 -0.88398 -4.83109 0.2152
H -0.43644 -1.92284 -4.97868 0.2279
C 1.24614 -2.57378 -2.23462 -0.0594
H 2.18425 -2.75368 -4.15956 0.2268
H 0.72416 -3.71494 -3.96445 0.2248
H 2.25232 -2.40782 -1.82600 0.2147
H 0.73587 -3.38385 -1.70491 0.2312
F 0.44960 -4.45680 2.89154 -0.3278
C 1.54089 -3.74702 2.45463 0.8887
F 1.52361 -2.54827 3.12003 -0.3215
F 2.63816 -4.41608 2.85335 -0.3080
C 1.45817 -3.57917 0.91245 0.7254
O 1.90256 -4.45227 0.19988 -0.5909
O 0.83984 -2.49393 0.54072 -0.9451
```

Its HOMO-LUMO gap (alpha / beta) is 5.759 / 5.799 eV. For the relative energy (zero: lowest compared OMol25 entry of this formula, charge and spin), the calculation gives 2.771 eV. Its total energy is -3342.127989 Eh.

=====

[2]
DFT (wB97M-V/def2-TZVPD) results for C4H6N4OS in the gas phase in a non-equilibrium geometry.

Geometry as XYZ:
```
16
Properties=species:S:1:pos:R:3:nbo_charge:R:1
C 1.32386 1.41899 -0.04601 -0.0898
C 0.01614 0.88881 0.14660 -0.0054
C -2.30586 0.37129 -0.09093 0.2069
C 2.30521 -0.78016 -0.00296 -0.4169
N -1.51009 -0.64757 -0.02302 -0.3046
N 2.40897 0.69106 -0.05462 0.1827
N -3.69024 0.17311 -0.07897 -0.7936
N -0.24866 -0.38930 0.15707 -0.2702
O 3.50719 1.28543 -0.08314 -0.4854
S -1.43088 1.89961 0.05792 0.3210
H 1.38204 2.42459 -0.13051 0.2124
H 1.57527 -1.07050 -0.57882 0.2284
H 3.25525 -1.04455 -0.25930 0.2174
H -4.00900 -0.65034 -0.59095 0.3967
H -4.23391 0.86830 -0.51436 0.3746
H 2.17150 -1.18838 1.11116 0.2258
```

Its HOMO-LUMO gap (alpha / beta) is 7.855 / 7.854 eV. For the relative energy (zero: lowest compared OMol25 entry of this formula, charge and spin), the calculation gives 3.569 eV. Its total energy is -848.338916 Eh.

=====

[3]
DFT (wB97M-V/def2-TZVPD) results for C19H21F3N4O2 in the gas phase in a non-equilibrium geometry.

Geometry as XYZ:
```
49
Properties=species:S:1:pos:R:3:nbo_charge:R:1
C -4.81257 -3.34383 -0.76445 -0.4028
N -3.53401 -2.61352 -0.48873 -0.3461
C -2.30460 -3.16629 -0.14030 0.1678
N -1.40233 -2.26041 0.11207 -0.4569
C -1.96683 -1.06000 -0.22643 -0.0225
C -1.29290 0.29266 -0.30505 0.6716
O -1.94259 1.11836 -0.95826 -0.6444
N -0.01643 0.64640 0.18525 -0.4387
C 0.59997 1.90478 -0.23215 -0.2306
C 1.28507 1.78705 -1.55481 -0.0263
C 0.59763 2.02319 -2.74917 -0.2060
C 1.15093 1.80004 -4.01798 -0.1881
C 2.46731 1.41425 -4.06592 -0.3168
C 3.18600 1.14959 -2.91367 0.3516
O 4.50636 0.78229 -2.90220 -0.5020
C 5.14334 0.56753 -4.21002 1.1707
F 5.28287 1.72680 -4.89474 -0.3107
F 6.41917 0.11443 -3.97408 -0.3141
F 4.53604 -0.38631 -4.98631 -0.3126
C 2.57309 1.30843 -1.67086 -0.2659
C 0.76843 -0.23689 1.06370 -0.2299
C 0.13654 -0.37083 2.42771 -0.2436
C 0.58387 0.58433 3.52561 -0.2427
C 0.43609 0.08812 4.96545 -0.2266
N -0.99677 -0.36782 5.03897 -0.6188
C -1.76052 0.41930 4.08736 -0.2238
C -0.78136 0.72321 2.97102 -0.2406
C -3.29319 -1.27297 -0.60982 -0.0261
H -4.67972 -4.36842 -1.11095 0.2210
H -5.43487 -2.81633 -1.49072 0.2214
H -5.36435 -3.38457 0.18107 0.2107
H -2.17353 -4.27065 -0.01223 0.1994
H 1.32699 2.17606 0.52786 0.2052
H -0.12943 2.71614 -0.27735 0.2346
H -0.47342 2.31649 -2.66245 0.2354
H 0.58389 1.94550 -4.95959 0.2237
H 2.85107 1.42025 -5.08110 0.2281
H 3.17488 1.02102 -0.78319 0.2164
H 0.88304 -1.21483 0.59737 0.2375
H 1.78706 0.10683 1.23103 0.2069
H -0.21916 -1.39484 2.70225 0.2213
H 1.35469 1.33441 3.29832 0.2149
H 1.14116 -0.79463 5.13292 0.1990
H 0.59727 0.85649 5.68926 0.1962
H -1.07848 -1.35899 4.70830 0.3523
H -2.66600 -0.11222 3.71411 0.2011
H -2.05114 1.37309 4.48668 0.1876
H -1.00982 1.60708 2.37496 0.2225
H -3.98868 -0.52977 -0.97879 0.2397
```

Its HOMO-LUMO gap is 9.421 eV. For the relative energy (zero: lowest compared OMol25 entry of this formula, charge and spin), the calculation gives 3.176 eV. Its SMILES is Cn1cnc(C(=O)N(Cc2cccc(OC(F)(F)F)c2)C[C@H]2[C@@H]3CNC[C@@H]32)c1. Its total energy is -1405.676224 Eh.

=====

[4]
DFT (wB97M-V/def2-TZVPD) results for a gas-phase ion, C7H12N3O2 (charge +1) in a non-equilibrium geometry.

Geometry as XYZ:
```
24
Properties=species:S:1:pos:R:3:nbo_charge:R:1
C 2.29394 -0.61927 0.26591 -0.6015
C 0.73156 -0.41184 0.41336 0.0724
N 0.40957 -0.39000 1.84084 -0.8212
C 0.49861 0.97249 -0.24853 0.4851
N 0.94231 2.03783 0.33114 -0.7018
C 0.09511 0.92176 -1.60292 -0.3073
C -0.17949 -0.38607 -1.83422 -0.0455
C -0.11572 -1.15570 -0.56731 -0.3250
C -1.62888 -1.17804 -0.13603 -0.0440
N -2.04522 0.05315 0.05244 0.3795
O -1.49740 1.11185 0.43097 -0.4573
O -3.35671 0.18762 0.07770 -0.5118
H 2.46617 -1.59077 0.74427 0.2288
H 2.74849 0.21481 0.77326 0.2324
H 2.62096 -0.58472 -0.81634 0.2397
H 1.08486 -1.05785 2.23737 0.3787
H -0.51809 -0.77793 2.03385 0.3805
H 0.94797 2.91601 -0.07668 0.4113
H 1.04020 1.99773 1.35829 0.4336
H 0.02545 1.77691 -2.23882 0.2592
H -0.60525 -0.99820 -2.61937 0.2539
H 0.18518 -2.25593 -0.61096 0.2649
H -2.46463 -1.86379 -0.21638 0.2715
H -3.67898 1.07995 0.40817 0.5239
```

Its HOMO-LUMO gap is 9.795 eV. For the relative energy (zero: lowest compared OMol25 entry of this formula, charge and spin), the calculation gives 3.975 eV. As for the charge: +1. Its SMILES is C[C@@]1(N)C(=[NH2+])C=C[C@@H]1/C=[N+](\[O-])O. Its total energy is -588.282066 Eh.

=====

Please write out number 3 again, unchanged.
DFT (wB97M-V/def2-TZVPD) results for C19H21F3N4O2 in the gas phase in a non-equilibrium geometry.

Geometry as XYZ:
```
49
Properties=species:S:1:pos:R:3:nbo_charge:R:1
C -4.81257 -3.34383 -0.76445 -0.4028
N -3.53401 -2.61352 -0.48873 -0.3461
C -2.30460 -3.16629 -0.14030 0.1678
N -1.40233 -2.26041 0.11207 -0.4569
C -1.96683 -1.06000 -0.22643 -0.0225
C -1.29290 0.29266 -0.30505 0.6716
O -1.94259 1.11836 -0.95826 -0.6444
N -0.01643 0.64640 0.18525 -0.4387
C 0.59997 1.90478 -0.23215 -0.2306
C 1.28507 1.78705 -1.55481 -0.0263
C 0.59763 2.02319 -2.74917 -0.2060
C 1.15093 1.80004 -4.01798 -0.1881
C 2.46731 1.41425 -4.06592 -0.3168
C 3.18600 1.14959 -2.91367 0.3516
O 4.50636 0.78229 -2.90220 -0.5020
C 5.14334 0.56753 -4.21002 1.1707
F 5.28287 1.72680 -4.89474 -0.3107
F 6.41917 0.11443 -3.97408 -0.3141
F 4.53604 -0.38631 -4.98631 -0.3126
C 2.57309 1.30843 -1.67086 -0.2659
C 0.76843 -0.23689 1.06370 -0.2299
C 0.13654 -0.37083 2.42771 -0.2436
C 0.58387 0.58433 3.52561 -0.2427
C 0.43609 0.08812 4.96545 -0.2266
N -0.99677 -0.36782 5.03897 -0.6188
C -1.76052 0.41930 4.08736 -0.2238
C -0.78136 0.72321 2.97102 -0.2406
C -3.29319 -1.27297 -0.60982 -0.0261
H -4.67972 -4.36842 -1.11095 0.2210
H -5.43487 -2.81633 -1.49072 0.2214
H -5.36435 -3.38457 0.18107 0.2107
H -2.17353 -4.27065 -0.01223 0.1994
H 1.32699 2.17606 0.52786 0.2052
H -0.12943 2.71614 -0.27735 0.2346
H -0.47342 2.31649 -2.66245 0.2354
H 0.58389 1.94550 -4.95959 0.2237
H 2.85107 1.42025 -5.08110 0.2281
H 3.17488 1.02102 -0.78319 0.2164
H 0.88304 -1.21483 0.59737 0.2375
H 1.78706 0.10683 1.23103 0.2069
H -0.21916 -1.39484 2.70225 0.2213
H 1.35469 1.33441 3.29832 0.2149
H 1.14116 -0.79463 5.13292 0.1990
H 0.59727 0.85649 5.68926 0.1962
H -1.07848 -1.35899 4.70830 0.3523
H -2.66600 -0.11222 3.71411 0.2011
H -2.05114 1.37309 4.48668 0.1876
H -1.00982 1.60708 2.37496 0.2225
H -3.98868 -0.52977 -0.97879 0.2397
```

Its HOMO-LUMO gap is 9.421 eV. For the relative energy (zero: lowest compared OMol25 entry of this formula, charge and spin), the calculation gives 3.176 eV. Its SMILES is Cn1cnc(C(=O)N(Cc2cccc(OC(F)(F)F)c2)C[C@H]2[C@@H]3CNC[C@@H]32)c1. Its total energy is -1405.676224 Eh.

=====

relative energy (zero: lowest compared OMol25 entry of this formula, charge and spin) of number 1 (C21H28F3GaO4)? 2.771 eV